1.
This record from OMol25 describes one molecule with the formula C25H29N3O6S. The level of theory is ωB97M-V/def2-TZVPD.

## Properties
HOMO energy	-0.3043	hartree

Element x y z (Å)
C: -3.521674 -5.191125 -2.087537
C: -2.296653 -4.411033 -1.725409
C: -0.056630 -2.932367 -1.055649
O: -1.860716 -0.525436 -3.173059
H: -3.272218 -6.052716 -2.700738
C: 4.051702 3.010755 0.665192
O: -1.788757 3.246803 0.106931
C: -1.054780 -4.732110 -2.261281
C: -2.883504 -1.389487 -3.272104
H: 2.126055 -1.161642 2.753445
H: 0.062465 0.776848 -0.596731
C: -0.169882 2.301021 1.566211
H: -1.817044 2.501392 -2.054193
H: -4.012358 0.748247 -1.090222
N: 0.904911 1.315420 1.639617
H: -3.354370 -3.078523 -0.424760
H: 4.863567 2.062535 3.808422
C: -1.173739 2.160059 2.720941
H: -0.008753 3.309851 4.136943
H: -2.765463 -2.211747 -3.949625
C: -1.281303 -2.585130 -0.515491
H: -0.964787 -5.564265 -2.943968
C: 1.859495 -0.953801 1.713389
O: -0.467529 -0.484058 1.618881
H: 2.566273 1.168175 3.697503
H: 0.197329 1.561785 4.282778
C: -1.276276 1.549520 -2.016302
C: 0.656250 -0.004487 1.654852
H: -1.643215 1.178347 2.666119
H: -4.213467 -4.557595 -2.641400
H: -1.279495 2.323757 4.864583
C: 4.804824 2.842320 1.814777
H: -0.491861 1.525127 -2.778061
H: 0.311323 3.281505 1.662199
C: 4.278946 2.184668 2.910433
H: 1.584111 3.239845 -2.343824
H: -1.942189 2.917719 2.562056
H: -1.359281 -1.742001 0.153848
H: 2.709996 4.296354 -1.459141
C: -2.395013 -3.333589 -0.848214
C: 2.415441 3.257849 -1.641942
C: -3.472795 0.163102 -1.805665
C: 2.990445 1.681653 2.848306
H: 4.484883 3.526528 -0.176638
C: 2.753613 2.516235 0.592603
H: 1.045726 -4.231472 -2.317995
C: 2.227752 1.829613 1.701979
C: -2.221679 0.424263 -2.282575
H: 2.721896 -0.543123 1.190718
O: 1.929756 2.645053 -0.472250
S: 1.399507 -2.005432 -0.610063
H: 3.258900 2.702639 -2.062676
H: -4.847557 -1.512471 -2.333298
H: -4.033439 -5.534289 -1.190358
N: -0.664408 1.474555 -0.705764
C: -3.904558 -1.019223 -2.453621
C: 0.069595 -3.997626 -1.924321
O: 1.220364 -0.598982 -0.887928
N: 1.507616 -2.204052 1.073064
O: 2.555400 -2.611263 -1.197268
C: -0.523199 2.352101 4.084074
C: -0.953985 2.369545 0.242205
H: 5.810043 3.233871 1.848701
H: 0.604393 -2.510012 1.419302

Forces on atoms 1 to 2 (eV/Å):
0.0 0.0 0.0
0.1 0.0 0.1

***

2.
This record from OMol25 describes a 2-piece molecular cluster, C3H8BrN2 overall at a distorted geometry. The level of theory is ωB97M-V/def2-TZVPD.

## Properties
total charge	+1
HOMO energy	-0.5283	hartree

Element x y z (Å)
H: -2.599098 0.677285 -0.122371
N: 1.481939 -0.132854 1.124640
N: -0.723544 0.795527 0.687047
H: -2.448371 1.325283 1.598976
C: 2.291470 -0.538287 -0.083921
H: -1.883243 2.232743 0.349536
C: -1.978741 1.250420 0.620448
H: 1.620153 -0.658959 1.982382
Br: -1.411966 -1.104626 -2.443540
H: 3.017495 -1.335284 0.110665
C: 0.296896 0.233365 0.763342
H: 2.745237 0.344052 -0.567614
H: 1.627803 -0.888970 -0.851052
H: -2.036030 -2.199694 -3.168539

Forces on atoms 1 to 2 (eV/Å):
0.5 0.5 0.9
0.9 -1.0 -1.8

***

3.
This record from OMol25 describes C21H19N7O6Ru as an isolated structure at a distorted geometry. The level of theory is ωB97M-V/def2-TZVPD.

## Properties
total charge	+2
HOMO energy (spin up / spin down)	-0.5400 / -0.5404	hartree

Element x y z (Å)
C: -1.192394 1.536442 1.367118
H: -3.716692 3.529870 2.149686
H: -0.770890 3.147732 -3.188365
C: 1.195316 3.661162 -2.441483
O: -0.045444 -2.222982 -3.952457
N: -0.774042 -2.198316 -0.556964
C: -2.531148 -3.533971 0.266958
H: 4.068696 2.130778 -0.440966
H: -2.803312 2.827601 3.489683
C: 0.055905 2.863443 -2.554570
H: 4.252974 -2.915935 2.128523
H: -3.117660 -3.867568 1.114362
H: 1.266689 4.600450 -2.973100
N: -0.090701 1.947368 1.989732
C: 5.112187 -1.106529 1.298585
O: -1.708681 -2.223492 2.789089
N: 1.026392 1.274104 -1.055932
H: -0.154093 2.528828 2.809422
O: 0.006524 -1.305738 1.658417
O: 0.818803 -1.155653 -2.156357
H: 6.127155 -1.320273 1.605466
H: 5.597040 0.778993 0.407829
O: -2.784552 -0.392025 -0.914266
H: 1.987606 -2.326257 1.416214
H: -4.067318 0.744193 1.345712
C: -1.090570 -2.039319 1.781791
C: 4.077668 -1.997881 1.588357
C: -0.026778 -1.985834 -2.788857
C: -1.982750 -3.503319 -2.106944
N: 2.519472 -0.529600 0.502417
C: -1.518896 -2.646472 0.463331
C: 4.821864 0.060143 0.637534
C: 2.816332 -1.676668 1.176441
N: 3.255480 1.543408 -0.339770
H: -0.857424 1.055909 -1.895899
H: -3.918839 1.973978 0.077983
C: -2.459353 0.375272 -0.048104
C: 0.009595 1.695932 -1.846169
H: -2.161563 -3.828989 -3.122938
H: 0.731639 1.376223 1.880007
C: -0.990844 -2.623412 -1.815120
H: 3.145750 3.810485 -1.567647
C: 2.241799 3.224930 -1.670302
C: -2.795058 -3.967782 -1.050140
Ru: 0.508114 -0.761960 -0.246161
H: -2.015526 3.945427 2.346217
C: -3.358481 1.313920 0.740920
C: 3.504657 0.335594 0.255209
O: -3.762836 -4.798827 -1.361143
C: -2.746197 3.142981 2.447280
N: -1.165023 0.583436 0.409715
N: -2.401795 2.032690 1.569484
H: -4.284853 -5.104141 -0.605158
C: 2.146057 1.991651 -1.014671

Forces on atoms 1 to 2 (eV/Å):
0.2 0.0 0.1
0.0 0.0 0.0

***

4.
This record from OMol25 describes C20H14BrNO6Re as an isolated structure at a distorted geometry. The level of theory is ωB97M-V/def2-TZVPD.

## Properties
total charge	+2
2S+1	2
HOMO energy (spin up / spin down)	-0.5323 / -0.5323	hartree

Element x y z (Å)
C: 6.136387 2.437490 0.319643
Re: 0.029793 0.059778 0.577249
H: 0.298033 -4.316599 -2.815605
C: 3.599586 2.498099 1.477591
H: -0.750727 2.938753 1.171775
C: 2.965056 -4.355565 -0.714349
C: 2.817185 0.960327 -0.320283
O: 3.414714 -6.498352 -2.306994
C: 2.083662 -4.717910 -1.751099
C: -0.735140 -0.098021 2.740557
C: 5.904436 3.186425 1.466708
C: 4.637353 3.210989 2.039582
C: 1.562881 -2.488268 -0.170223
Br: 4.320340 4.224574 3.591604
H: -0.193970 -0.616654 3.521042
H: 2.619286 2.535643 1.926890
O: 1.342885 -1.448611 0.602379
C: -1.992321 1.252174 0.603438
O: 1.596663 -6.190997 -3.440263
H: -2.412673 1.728501 -0.271085
H: 7.122688 2.426553 -0.122678
C: -1.081337 1.940642 1.428043
C: 3.842772 1.744187 0.328447
C: -0.479055 -2.141167 -1.454796
H: -3.072586 -0.591980 0.334172
O: 1.435590 1.160177 0.402130
H: -1.181582 -2.487901 -2.213226
H: 3.845013 -4.964033 -0.551662
C: 0.960082 -4.008960 -2.016247
H: 3.372259 -2.971255 0.871843
N: 2.392023 -5.909736 -2.572463
O: -0.854706 -1.080675 -0.839492
C: 0.683604 -2.861534 -1.223061
C: -0.456656 1.257172 2.475991
C: 5.111861 1.710759 -0.257445
H: -2.011670 -1.777710 2.216691
H: 5.279206 1.126340 -1.151761
O: 2.771257 0.242699 -1.240313
C: -1.753686 -0.748452 2.005961
H: 6.706193 3.755434 1.917612
C: -2.373293 -0.065322 0.969074
C: 2.707893 -3.257703 0.068891
H: 0.327566 1.748518 3.038929

Forces on atoms 1 to 2 (eV/Å):
0.0 0.0 0.0
-0.4 -1.2 0.3

***

5.
This record from OMol25 describes a 2-piece molecular cluster, C4H8Cl3N overall at a distorted geometry. The level of theory is ωB97M-V/def2-TZVPD.

## Properties
HOMO energy	-0.3320	hartree

Element x y z (Å)
C: 1.819689 -1.457060 0.253977
H: 1.608444 -1.929740 -0.693467
Cl: 3.452976 -1.021637 0.477336
Cl: 1.167406 0.767526 -1.676268
C: -1.280737 -0.786378 -0.269870
C: 0.761057 0.398333 0.069133
H: -1.142772 -0.799171 -1.355051
C: -1.265187 1.597740 0.158368
N: -0.578010 0.322590 0.355919
Cl: 1.660395 1.454070 1.098712
H: -2.337736 -0.683048 -0.046464
H: -0.743549 2.376374 0.718044
H: -1.287431 1.876456 -0.905753
H: -2.285269 1.508198 0.536118
H: 1.368489 -1.903095 1.129044
H: -0.917764 -1.721158 0.150229

Forces on atoms 1 to 2 (eV/Å):
-2.4 2.9 -0.1
0.1 0.0 -0.1

***

6.
This record from OMol25 describes a 4-piece molecular cluster, C4H14NO5 overall at a distorted geometry. The level of theory is ωB97M-V/def2-TZVPD.

## Properties
total charge	-1
HOMO energy	-0.1973	hartree

Element x y z (Å)
C: 0.451551 -0.527312 0.212015
O: 0.587417 -1.833011 3.265008
O: 3.502392 -1.713812 -0.421539
H: 2.945674 1.091971 -0.054978
H: -3.684815 0.464951 0.800927
C: -2.600366 0.512388 0.457914
O: 0.625288 -1.710686 0.507742
H: -2.939599 -0.033682 -1.632583
H: -0.518006 -1.226372 -1.450220
H: 2.674231 -2.012046 -0.050413
H: 3.131829 -1.306602 -1.176300
H: 0.483713 -1.970869 2.281232
N: -0.129829 -0.371121 -1.148063
O: 0.667555 0.511975 0.827973
H: 2.107383 2.412421 -0.099526
H: -2.173359 1.179726 1.133767
H: -0.734314 1.045754 -2.587796
H: -0.451240 1.758006 -1.131754
H: 1.345490 -1.264925 3.355601
O: 3.096177 2.129139 -0.027249
H: -2.156445 -0.426425 0.910261
C: -0.955626 0.889966 -1.451755
C: -2.389007 0.749948 -1.065140
H: -2.886095 1.650620 -1.455125

Forces on atoms 1 to 2 (eV/Å):
-1.6 1.3 -2.4
-0.7 -0.8 -0.4